{"formula": "C4H10N2O2", "method": "ωB97M-V with the def2-TZVPD basis set", "symbols": ["C", "C", "C", "N", "C", "N", "O", "O", "H", "H", "H", "H", "H", "H", "H", "H", "H", "H"], "xyz": [[-0.42818, 0.63566, 0.10978], [1.61595, -0.75164, 0.49159], [2.40088, -0.16983, -0.66097], [-0.07352, -0.70658, 0.27029], [-2.21977, 0.56226, -0.13635], [-2.75236, -0.64390, -0.46818], [-0.18626, 1.43603, 1.21709], [-2.90705, 1.56426, -0.00680], [-0.57912, 2.30525, 1.02623], [-0.46802, -1.02065, 1.15789], [-0.05850, 1.08885, -0.81335], [-2.13496, -1.42762, -0.62970], [-3.72928, -0.71266, -0.72523], [1.87023, -0.27415, 1.44036], [1.80265, -1.82120, 0.60319], [2.05770, -0.57271, -1.61828], [2.32258, 0.92185, -0.69068], [3.46703, -0.41324, -0.56690]], "nbo_charge": [0.203, -0.212, -0.643, -0.662, 0.640, -0.844, -0.727, -0.640, 0.491, 0.366, 0.165, 0.413, 0.403, 0.198, 0.195, 0.216, 0.211, 0.226], "smiles": "CCN[C@H](O)C(N)=O", "e_above_lowest_ev": 2.220}



{"formula": "C30H41F9N4O6S2", "method": "ωB97M-V with the def2-TZVPD basis set", "symbols": ["C", "C", "C", "C", "C", "C", "C", "C", "C", "C", "S", "O", "O", "C", "F", "F", "C", "F", "F", "C", "F", "F", "C", "F", "F", "F", "C", "C", "C", "N", "S", "N", "C", "H", "H", "H", "H", "H", "H", "H", "H", "H", "H", "H", "C", "O", "C", "C", "N", "C", "C", "O", "C", "H", "H", "H", "H", "H", "H", "H", "H", "H", "H", "H", "H", "H", "H", "H", "C", "O", "C", "C", "N", "C", "C", "O", "C", "H", "H", "H", "H", "H", "H", "H", "H", "H", "H", "H", "H", "H", "H", "H"], "xyz": [[-0.99221, -0.65002, 1.47935], [-0.96333, -0.89349, -0.00633], [-0.07080, -1.81851, -0.52847], [-0.01290, -2.07385, -1.89672], [-0.84877, -1.37892, -2.74941], [-1.73543, -0.44407, -2.24223], [-1.80271, -0.18988, -0.87332], [-2.73134, 0.85442, -0.27736], [-3.43784, 1.68837, -1.30038], [-4.64490, 1.43088, -1.89031], [-5.47858, -0.02386, -1.30100], [-4.77793, -1.17482, -1.78372], [-5.73018, 0.06039, 0.10794], [-7.17078, -0.13409, -2.11379], [-6.99781, -0.80349, -3.26331], [-7.74116, 1.04914, -2.40341], [-8.15240, -0.95705, -1.23027], [-9.14126, -1.37920, -2.04975], [-7.52150, -2.04268, -0.77161], [-8.79525, -0.16702, -0.02930], [-8.61908, -0.88118, 1.09480], [-8.21908, 1.03324, 0.13370], [-10.32763, 0.06626, -0.17422], [-10.99224, -1.06991, -0.00358], [-10.70428, 0.92430, 0.77566], [-10.63244, 0.59730, -1.35535], [-5.18910, 2.27601, -2.91046], [-4.56052, 3.39781, -3.33255], [-3.32692, 3.74057, -2.73117], [-2.56346, 4.80401, -2.98705], [-1.28195, 4.66127, -2.03075], [-1.60782, 3.30709, -1.26965], [-2.78594, 2.87539, -1.73640], [-0.99078, 0.41634, 1.71450], [-1.88792, -1.07449, 1.93640], [-0.11327, -1.09165, 1.94228], [0.59298, -2.33396, 0.14712], [0.68959, -2.81582, -2.25232], [-0.79720, -1.57048, -3.81317], [-2.37434, 0.09546, -2.92913], [-2.10241, 1.53126, 0.30045], [-3.41908, 0.38856, 0.42753], [-6.11873, 2.02611, -3.38196], [-5.00535, 4.01454, -4.09860], [5.70915, -0.58552, 3.58772], [5.83173, -1.96458, 3.30476], [5.77196, -2.81369, 4.44513], [4.50316, -3.63834, 4.44367], [3.33448, -2.80418, 4.68757], [2.05145, -3.47126, 4.48650], [1.71427, -3.97793, 3.08826], [1.52223, -2.95005, 2.13056], [2.71989, -2.46778, 1.53515], [5.93612, -0.04596, 2.66918], [4.69591, -0.31730, 3.90781], [6.41795, -0.27358, 4.36043], [5.85826, -2.23360, 5.36841], [6.62898, -3.49048, 4.38965], [4.56881, -4.39483, 5.23129], [4.45456, -4.16160, 3.47880], [3.37620, -1.99901, 4.07718], [1.27207, -2.76196, 4.77574], [1.98632, -4.31319, 5.18301], [0.75742, -4.50186, 3.15601], [2.44259, -4.70814, 2.71705], [3.48132, -3.24622, 1.45086], [3.12078, -1.61907, 2.09631], [2.48238, -2.11022, 0.53360], [6.08465, 2.77288, -3.43172], [6.22586, 2.00179, -2.25576], [6.23620, 2.75603, -1.05078], [4.98812, 2.50052, -0.23417], [3.80980, 3.07036, -0.87298], [2.54177, 2.68700, -0.25873], [2.15021, 1.21458, -0.27314], [1.85659, 0.70018, -1.55458], [2.96687, 0.25081, -2.30421], [6.25761, 2.10842, -4.27648], [5.08102, 3.20190, -3.52617], [6.82029, 3.58191, -3.46677], [6.35172, 3.82355, -1.25993], [7.10491, 2.42924, -0.47208], [5.11105, 2.95931, 0.75200], [4.90605, 1.41370, -0.09176], [3.79534, 2.78819, -1.84465], [1.75100, 3.23876, -0.77385], [2.54533, 3.03436, 0.77999], [1.22037, 1.12261, 0.29690], [2.88924, 0.57936, 0.23357], [3.76002, -0.14360, -1.66222], [3.37719, 1.03847, -2.94389], [2.61486, -0.55024, -2.95593]], "lowdin_charge": [-0.030, -0.220, -0.038, -0.081, -0.079, -0.031, -0.156, -0.087, -0.145, -0.189, 0.798, -0.230, -0.251, -0.452, 0.132, 0.113, -0.366, 0.152, 0.165, -0.345, 0.168, 0.151, -0.557, 0.193, 0.183, 0.185, -0.035, 0.004, -0.353, -0.216, 1.038, -0.209, -0.295, 0.074, 0.092, 0.063, 0.075, 0.103, 0.103, 0.112, 0.110, 0.116, 0.102, 0.122, -0.114, -0.194, -0.215, -0.217, -0.051, -0.197, -0.214, -0.207, -0.088, 0.083, 0.079, 0.088, 0.122, 0.122, 0.124, 0.106, 0.067, 0.119, 0.118, 0.124, 0.113, 0.094, 0.075, 0.070, -0.116, -0.193, -0.218, -0.220, -0.047, -0.193, -0.221, -0.182, -0.093, 0.088, 0.079, 0.087, 0.122, 0.121, 0.123, 0.103, 0.071, 0.107, 0.120, 0.115, 0.104, 0.089, 0.074, 0.084], "total_energy_ha": -3533.2522}



{"formula": "C27H39BrCl60N2P", "method": "ωB97M-V with the def2-TZVPD basis set", "symbols": ["C", "C", "N", "P", "C", "N", "C", "C", "C", "C", "Br", "H", "H", "H", "H", "H", "H", "H", "H", "H", "H", "H", "H", "H", "H", "H", "H", "H", "H", "H", "C", "Cl", "Cl", "Cl", "H", "C", "Cl", "Cl", "Cl", "H", "C", "Cl", "Cl", "Cl", "H", "C", "Cl", "Cl", "Cl", "H", "C", "Cl", "Cl", "Cl", "H", "C", "Cl", "Cl", "Cl", "H", "C", "Cl", "Cl", "Cl", "H", "C", "Cl", "Cl", "Cl", "H", "C", "Cl", "Cl", "Cl", "H", "C", "Cl", "Cl", "Cl", "H", "C", "Cl", "Cl", "Cl", "H", "C", "Cl", "Cl", "Cl", "H", "C", "Cl", "Cl", "Cl", "H", "C", "Cl", "Cl", "Cl", "H", "C", "Cl", "Cl", "Cl", "H", "C", "Cl", "Cl", "Cl", "H", "C", "Cl", "Cl", "Cl", "H", "C", "Cl", "Cl", "Cl", "H", "C", "Cl", "Cl", "Cl", "H", "C", "Cl", "Cl", "Cl", "H"], "xyz": [[2.90424, 1.13209, 2.27662], [1.93572, 0.37489, 1.29088], [2.70730, -0.79900, 0.73667], [2.26350, -2.24844, 1.52555], [3.51432, -3.49551, 0.93371], [4.47181, -3.88867, 1.97817], [5.27891, -2.74769, 2.46009], [0.55101, -2.62926, 0.97324], [-0.16355, -3.75054, 1.74608], [-0.51321, -3.39721, 3.20539], [-1.89388, -4.01750, 0.81389], [3.14994, 2.08715, 1.79841], [3.81753, 0.52736, 2.37297], [2.37686, 1.24652, 3.23012], [1.00121, 0.05955, 1.78580], [1.69488, 1.01953, 0.42873], [2.36480, -0.95252, -0.21833], [2.39550, -2.11058, 2.92214], [4.09703, -3.01786, 0.11671], [3.01426, -4.35803, 0.46117], [5.13893, -4.49281, 1.49694], [6.04104, -2.44262, 1.72542], [5.85126, -3.11743, 3.33079], [4.68848, -1.89370, 2.81666], [0.63941, -2.95964, -0.07771], [-0.01814, -1.68842, 1.03339], [0.35377, -4.71847, 1.74219], [-1.20133, -4.17955, 3.56712], [0.35329, -3.40791, 3.87938], [-1.09294, -2.46032, 3.26060], [3.20920, 3.29213, -1.49109], [2.32201, 4.24044, -0.29934], [4.91521, 3.18835, -1.06002], [2.49916, 1.67399, -1.64198], [3.12984, 3.78595, -2.44990], [2.73634, 3.96759, 4.88162], [4.03800, 4.10768, 3.69518], [1.16522, 3.88988, 4.07908], [2.98182, 2.55105, 5.91162], [2.75296, 4.84904, 5.50685], [-3.28811, -6.49135, -1.57130], [-1.93960, -6.47979, -2.71462], [-4.83177, -6.50184, -2.42610], [-3.16931, -7.87462, -0.48556], [-3.23148, -5.58666, -0.98081], [6.11144, 3.91062, 7.53360], [7.67100, 4.69950, 7.76598], [5.51194, 3.25332, 9.05749], [4.94161, 5.03806, 6.83986], [6.24413, 3.09081, 6.83792], [6.84030, -0.87018, -1.47064], [5.14678, -0.51890, -1.07898], [7.58155, 0.50476, -2.28186], [7.74626, -1.29580, -0.01517], [6.86490, -1.71767, -2.14512], [1.27501, 7.26344, -3.33656], [1.60361, 5.52698, -3.45265], [1.05767, 7.74321, -1.65460], [2.57232, 8.19315, -4.08469], [0.35492, 7.46903, -3.87260], [2.59134, -6.38826, 4.36066], [0.91560, -5.93839, 4.71655], [3.41293, -5.04615, 3.42621], [3.43984, -6.76587, 5.87088], [2.57797, -7.27798, 3.74153], [-2.94543, 9.26632, -2.82766], [-2.12108, 10.71870, -2.26118], [-1.80897, 8.18616, -3.65047], [-3.73164, 8.43362, -1.48623], [-3.70702, 9.56118, -3.53884], [-7.16591, 9.38383, -3.88358], [-6.82575, 7.65164, -3.99012], [-7.38139, 9.86971, -2.20584], [-5.86978, 10.31651, -4.64225], [-8.08640, 9.58488, -4.41710], [-7.60259, -8.13331, -4.76414], [-8.22479, -6.81347, -5.75647], [-8.31476, -8.08619, -3.14940], [-7.91308, -9.69128, -5.53551], [-6.53077, -8.01006, -4.66715], [-10.89438, 11.64891, -2.79188], [-9.59935, 11.74443, -3.99443], [-12.46910, 11.59394, -3.58311], [-10.67497, 10.24358, -1.74491], [-10.85246, 12.53999, -2.17813], [-6.34626, 6.20566, -7.41393], [-6.29961, 4.44596, -7.56097], [-4.71921, 6.88386, -7.54278], [-7.40906, 6.90413, -8.63711], [-6.74351, 6.45487, -6.43627], [-1.77770, -4.04320, -5.90059], [-2.13266, -4.67329, -7.50789], [-0.04538, -3.72767, -5.72355], [-2.71109, -2.57708, -5.58526], [-2.06582, -4.79117, -5.17105], [-1.21957, -2.03255, 7.45717], [-2.90199, -2.40649, 7.08994], [-0.15405, -3.29280, 6.82750], [-0.77519, -0.45574, 6.79058], [-1.10310, -1.99250, 8.53316], [6.64219, -7.78508, 2.93156], [5.25557, -6.79332, 3.43254], [7.94748, -6.75131, 2.33664], [7.20655, -8.80052, 4.26110], [6.32566, -8.43153, 2.12190], [11.57588, -1.67659, -1.73304], [12.26470, -1.55720, -3.35128], [11.05039, -0.09159, -1.16208], [10.23358, -2.83093, -1.71139], [12.34406, -2.04032, -1.06216], [-7.26454, -13.20479, -7.65792], [-5.91397, -13.19562, -8.79512], [-8.80471, -13.21808, -8.52203], [-7.15112, -14.58923, -6.56848], [-7.21394, -12.29922, -7.06299], [-5.91844, -0.27531, 4.60625], [-6.76282, 0.81003, 5.71024], [-4.22508, -0.45413, 5.08274], [-6.71474, -1.85004, 4.54902], [-5.94994, 0.15740, 3.61412], [-1.80662, 0.51398, -1.12992], [-0.94380, 1.94300, -0.55871], [-0.68543, -0.62844, -1.88842], [-2.68140, -0.25729, 0.19676], [-2.52684, 0.82736, -1.87587], [1.84537, 8.19243, 3.37567], [3.54412, 8.16239, 2.90202], [0.81873, 7.61862, 2.05901], [1.58910, 7.21925, 4.82688], [1.57135, 9.21613, 3.59819]], "lowdin_charge": [-0.084, -0.308, -0.221, 1.043, -0.306, -0.420, -0.107, -0.363, -0.737, -0.217, 0.754, 0.026, 0.070, 0.034, 0.092, -0.008, 0.056, 0.082, 0.080, 0.107, 0.103, 0.033, 0.098, 0.064, 0.088, 0.058, 0.083, 0.062, 0.010, 0.087, -1.513, 0.530, 0.548, 0.546, -0.053, -1.583, 0.533, 0.523, 0.523, -0.082, -1.568, 0.526, 0.537, 0.538, -0.077, -1.540, 0.543, 0.532, 0.544, 0.011, -1.511, 0.525, 0.545, 0.523, 0.016, -1.557, 0.554, 0.509, 0.552, -0.093, -1.453, 0.551, 0.581, 0.521, 0.005, -1.531, 0.544, 0.573, 0.525, -0.069, -1.536, 0.556, 0.510, 0.569, -0.032, -1.563, 0.529, 0.518, 0.530, -0.010, -1.523, 0.544, 0.539, 0.514, 0.017, -1.568, 0.520, 0.510, 0.528, -0.054, -1.559, 0.538, 0.504, 0.514, -0.032, -1.524, 0.510, 0.524, 0.513, 0.018, -1.492, 0.517, 0.522, 0.546, 0.016, -1.535, 0.539, 0.512, 0.497, 0.015, -1.561, 0.520, 0.521, 0.521, -0.023, -1.546, 0.536, 0.472, 0.527, 0.009, -1.510, 0.544, 0.525, 0.529, 0.021, -1.524, 0.536, 0.516, 0.546, 0.016], "charge": 1, "e_above_lowest_ev": 0.000}



For each record above, in turn, the calculated largest force on an atom values are 4.4; 0.9; 3.7 eV/A.